DFT (ωB97M-V with the def2-TZVPD basis set) results for a structure of composition C18H28CuN8O9P2S.

Element x y z (Å)
1 Cu 0.04 -0.73 0.87
2 C 0.13 -0.88 4.62
3 C -0.90 -1.85 4.08
4 O -1.63 -2.42 5.17
5 P -0.13 -3.22 3.12
6 O -1.28 -4.29 2.99
7 O 0.91 -3.92 4.11
8 O 0.51 -2.79 1.85
9 P -2.05 -1.04 2.85
10 O -3.13 -0.27 3.79
11 O -2.75 -2.19 2.19
12 O -1.31 0.04 2.10
13 H 0.89 -1.41 5.20
14 H -0.37 -0.16 5.27
15 H 0.61 -0.35 3.80
16 H -2.54 -2.57 4.89
17 H -2.03 -3.81 2.54
18 H 1.75 -4.00 3.64
19 H -2.96 0.68 3.73
20 N 4.10 4.27 -3.65
21 C 3.60 3.02 -3.25
22 C 2.26 2.70 -3.44
23 C 1.78 1.46 -3.06
24 C 2.63 0.51 -2.50
25 C 3.98 0.81 -2.35
26 C 4.46 2.05 -2.72
27 S 1.94 -1.01 -1.91
28 O 0.63 -1.09 -2.51
29 O 2.88 -2.06 -2.21
30 N 1.67 -0.79 -0.34
31 C 2.70 -0.76 0.57
32 N 3.97 -1.04 0.25
33 C 4.86 -1.07 1.23
34 C 4.55 -0.77 2.55
35 C 3.23 -0.40 2.76
36 N 2.31 -0.38 1.82
37 H 3.41 5.00 -3.68
38 H 4.94 4.55 -3.17
39 H 1.59 3.43 -3.87
40 H 0.74 1.20 -3.21
41 H 4.64 0.06 -1.94
42 H 5.51 2.29 -2.59
43 H 5.87 -1.32 0.94
44 H 5.28 -0.80 3.34
45 H 2.90 -0.09 3.75
46 C -3.54 0.14 -0.17
47 N -2.24 -0.03 -0.83
48 C -2.46 -0.77 -2.08
49 N -3.40 -0.07 -2.98
50 C -4.66 0.11 -2.27
51 N -4.51 0.86 -1.02
52 C -3.92 2.16 -1.35
53 N -2.63 2.05 -2.03
54 C -1.72 1.29 -1.16
55 C -2.84 1.26 -3.25
56 H -3.39 0.70 0.75
57 H -3.94 -0.85 0.09
58 H -2.88 -1.75 -1.83
59 H -1.51 -0.90 -2.58
60 H -5.08 -0.87 -2.04
61 H -5.36 0.65 -2.91
62 H -3.78 2.73 -0.42
63 H -4.61 2.71 -1.99
64 H -1.57 1.85 -0.23
65 H -0.76 1.18 -1.65
66 H -1.88 1.14 -3.76
67 H -3.52 1.80 -3.91

Output
energy: -4539.6543 Eh
energy relative to the best compared isomer or geometry (same formula, charge and spin): 13.0 kcal/mol
E_HOMO: -4.58 eV
charge: -1
frontier orbital gap: 7.2 eV